[1]
DFT (ωB97M-V/def2-TZVPD) results for a 2-piece molecular cluster, C5H11O2 overall in a non-equilibrium geometry.

Computed properties:
orbital gap = 7.65 eV
net charge = -1
HOMO energy = -3.8 eV
lowest unoccupied orbital energy = 3.87 eV

Geometry as XYZ:
```
18
Properties=species:S:1:pos:R:3:forces:R:3:mulliken_charge:R:1
H 1.67746 1.57719 0.54910 0.208 0.252 -0.859 0.289
H 0.59077 -1.43585 -1.53861 -0.181 0.245 -0.297 0.208
C -0.09034 -2.83216 -0.09859 -1.327 0.794 -0.756 -0.688
H -1.04326 -3.35810 0.00854 0.359 -0.490 0.411 0.231
C -0.12272 2.53749 -0.37830 0.375 -0.831 0.087 -1.092
H -1.19608 2.31741 -0.34842 0.076 -0.027 -0.130 0.266
O 0.03871 2.37587 2.38762 -0.132 0.109 -0.400 -0.740
O -0.04545 0.13570 2.24286 -0.098 0.376 -0.505 -0.716
H 0.02450 3.38842 0.28127 0.067 0.229 -0.255 0.321
H 0.70542 -3.48345 -0.45221 -0.079 -0.218 0.160 0.253
H -0.82584 -0.84637 -0.73701 -0.295 -0.141 0.165 0.200
H 0.15765 -2.35118 0.84629 0.135 -0.053 -0.003 0.234
H 0.16370 2.72498 -1.41431 0.089 0.207 -0.023 0.333
C -0.39034 -1.74369 -1.16325 1.313 0.024 0.207 -0.784
H 0.58372 0.39669 -0.20935 -0.097 0.199 -0.004 -0.319
H -0.98414 -2.06218 -2.01822 -0.072 -0.291 0.067 0.382
C 0.63776 1.36337 0.27895 -0.585 0.941 1.438 0.189
C 0.11850 1.29584 1.76363 0.244 -1.325 0.697 0.435
```
Positions in Å, forces in eV/Å.

[2]
DFT (ωB97M-V/def2-TZVPD) results for C19H6Cl6F6N3O8S2Sn as an isolated structure.

Computed properties:
orbital gap = 8.10 eV
net charge = +1
HOMO energy = -12.3 eV
lowest unoccupied orbital energy = -4.25 eV

Geometry as XYZ:
```
51
Properties=species:S:1:pos:R:3:forces:R:3:mulliken_charge:R:1
H -2.87363 3.52119 2.86699 0.005 -0.004 0.003 0.373
C -3.08704 0.89466 0.73413 0.026 0.003 -0.034 -0.296
F -1.67548 -0.65063 -4.56582 0.026 0.027 -0.006 -0.177
C 2.97640 -0.42336 0.30307 0.065 -0.077 -0.143 -0.942
C -0.13620 3.69548 -0.89717 -0.032 0.050 0.046 0.551
C -2.62574 -4.76630 0.15095 0.000 -0.009 0.060 0.379
S -0.69822 0.91757 -2.76239 0.131 -0.161 0.023 0.574
H -1.16550 2.98888 4.36704 0.000 0.001 -0.001 0.320
C -0.88553 0.41246 -4.55409 0.038 -0.034 -0.040 0.537
C 0.41039 -3.57905 -0.69502 -0.053 0.050 -0.059 0.480
C -3.36807 2.11681 1.32553 0.012 0.011 -0.003 -1.053
H -4.15518 2.73903 0.92192 0.001 -0.005 -0.003 0.449
F 0.45675 4.49352 -0.03095 -0.014 -0.052 0.006 -0.189
Cl 5.09769 -0.01023 3.63022 0.016 0.006 0.032 -0.159
F -0.79422 4.40581 -1.79894 0.070 -0.001 0.028 -0.214
C 3.32263 -0.31919 1.63166 0.101 -0.009 -0.013 0.439
O 0.50404 -4.74616 -0.87598 -0.011 -0.031 -0.004 -0.489
C -2.07384 -3.37093 0.30913 -0.027 0.032 -0.065 0.090
O 2.20664 3.46730 -2.06809 0.024 -0.012 -0.021 -0.636
O 1.33661 -2.68751 -1.04873 -0.019 0.091 -0.051 -0.656
O -3.96107 -4.89981 0.22082 -0.020 0.039 -0.032 -0.447
C -1.35383 0.52973 2.39699 -0.007 -0.041 0.001 -0.226
C -2.64405 2.56097 2.42044 -0.012 0.007 0.006 -0.696
N -1.84828 -1.19629 0.77790 -0.009 0.003 0.044 0.514
C -1.62599 1.77538 2.95298 0.019 0.021 0.015 0.438
C 4.66092 -0.13339 1.98385 -0.055 -0.003 0.033 0.146
F 0.28720 0.12086 -5.06829 -0.064 -0.001 0.016 -0.166
H -0.62730 -0.12342 2.85376 0.078 0.007 0.030 0.716
Sn 1.12655 -0.75699 -0.63470 0.131 0.071 -0.012 1.924
C 5.28672 -0.14964 -0.36351 -0.058 -0.010 -0.014 0.015
F -1.45122 1.41140 -5.20131 0.024 0.000 0.025 -0.173
N 0.42987 2.01987 -3.01562 -0.141 -0.020 0.023 -0.479
O -0.02739 -0.41472 -2.26782 -0.075 0.108 -0.004 -0.596
O -1.92265 -5.70613 -0.02391 0.016 -0.001 0.051 -0.426
Cl 3.41113 -0.45519 -2.32527 -0.011 -0.034 0.032 -0.103
Cl -4.23777 -2.05041 1.50585 0.023 -0.022 -0.030 -0.202
C 3.95032 -0.33769 -0.67824 0.069 0.052 0.038 0.614
S 1.11790 2.62848 -1.73902 0.231 0.004 -0.254 0.956
Cl 6.45951 -0.04276 -1.59773 0.019 0.001 -0.008 -0.165
Cl 2.10569 -0.41767 2.83942 -0.115 -0.035 0.012 -0.212
Cl 7.27274 0.17513 1.41418 0.006 0.004 0.005 -0.141
F -1.00185 2.90339 -0.25435 -0.031 0.007 -0.034 -0.044
C -2.69831 -2.23690 0.81657 0.053 -0.027 0.098 0.416
N -0.66795 -1.61611 0.27497 -0.013 0.000 0.012 -0.138
C 5.63715 -0.05011 0.98723 0.011 -0.001 -0.020 0.447
O -0.87940 2.13721 4.01708 -0.015 -0.001 -0.012 -0.504
C -2.08184 0.12446 1.29664 -0.003 0.035 -0.074 -0.408
H -3.64181 0.54232 -0.12485 -0.006 0.001 0.007 0.540
C -0.78848 -2.91723 -0.02630 0.005 -0.014 0.009 0.349
O 1.37133 1.54710 -0.75923 -0.443 -0.008 0.304 -0.595
H -4.43036 -4.07120 0.37800 0.030 -0.020 -0.025 0.265
```
Positions in Å, forces in eV/Å.

[3]
DFT (ωB97M-V/def2-TZVPD) results for C27H25CrN2O3 as an isolated structure in a non-equilibrium geometry.

Computed properties:
orbital gap (spin up / spin down) = 6.75 / 5.90 eV
⟨S²⟩ = 3.807
spin multiplicity = 4
net charge = +2
HOMO energy (spin up / spin down) = -13.0 / -14.4 eV
lowest unoccupied orbital energy (spin up / spin down) = -6.23 / -8.47 eV

Geometry as XYZ:
```
58
Properties=species:S:1:pos:R:3:forces:R:3:lowdin_spin:R:1
C 5.18266 0.54128 -1.81497 0.430 0.277 -0.372 0.000
O -2.07361 -2.88298 5.07700 1.084 0.700 -4.385 0.050
H 7.30847 -0.34338 0.05974 -0.258 -0.152 0.286 0.000
C 4.10226 3.80017 1.00214 -0.140 -0.018 -0.288 0.000
C 6.59961 -0.77932 0.78354 0.538 0.065 0.362 0.000
H 1.32887 1.15854 1.55709 0.478 0.309 0.091 0.000
C 3.13716 -0.43741 -2.59778 0.115 -0.175 -0.067 0.000
C 0.77595 -0.90729 0.02408 1.030 0.336 -0.165 0.002
H 5.60557 -0.72777 -4.95479 -0.230 0.092 0.289 0.000
Cr -0.98757 -2.28501 2.26995 -1.496 1.311 2.721 2.316
O 1.35925 -3.82235 3.45027 -3.108 2.126 -1.528 0.150
C -0.14194 -0.90187 3.22882 2.782 3.799 3.401 0.003
C 5.10798 -0.45718 -4.02109 -0.149 -0.028 0.155 0.000
C 2.14615 1.87744 1.42919 0.188 0.351 0.419 0.000
O 0.42214 -0.17732 3.95334 -1.991 -2.423 -2.699 0.027
C 1.88581 -0.41286 -0.10055 -2.123 -0.490 -0.106 -0.007
H 4.84664 -2.59349 0.74241 -0.479 0.063 -0.140 0.000
H -1.55585 0.23196 0.84927 -0.136 -0.439 0.050 0.003
C -2.75498 -1.53153 1.27607 -0.898 1.174 -0.987 0.040
H 3.17090 4.90637 2.61227 0.024 -0.283 -0.235 0.000
N 4.08953 -0.61925 0.70964 1.207 -1.301 1.370 0.000
C 3.76237 -0.76947 -3.80911 0.016 0.316 0.152 0.000
C 4.19803 -1.98874 0.10232 0.252 -0.465 0.071 0.000
C -0.49905 -1.57545 0.31903 1.179 0.649 -0.121 0.014
H -1.72908 -4.74185 0.74620 -0.056 0.293 0.034 0.005
H 4.62523 -1.90805 -0.90616 -0.180 -0.080 0.476 0.000
C -1.76217 -2.67886 3.97180 -2.101 -0.945 5.837 0.031
H 7.04571 -0.73352 1.79369 -0.072 -0.216 -0.509 0.000
C -1.71983 -3.65168 0.75497 0.362 -0.951 -1.541 0.067
C 3.58472 -0.75049 2.11875 0.056 -0.351 0.450 0.000
C 0.47997 -3.29687 2.88820 6.724 -4.770 2.290 0.167
C 4.06938 2.65301 0.20185 -0.267 -0.115 0.411 0.000
H 6.45911 -1.83015 0.49650 0.169 0.648 0.164 0.000
H 4.34417 -1.31552 2.67430 -0.263 0.101 -0.205 0.000
H 6.84092 0.53803 -3.18559 -0.305 -0.138 0.048 0.000
H 2.08535 -0.69771 -2.44085 0.431 0.049 -0.191 0.000
C -0.58967 -2.98165 0.28081 0.152 -0.947 -2.085 0.085
H 3.19224 -1.25534 -4.59952 0.095 0.091 0.241 0.000
H 3.19439 -2.42170 0.06446 0.280 0.193 -0.012 0.000
C 3.84905 0.17556 -1.55595 -0.114 -0.150 -0.915 0.000
C -2.79259 -2.93445 1.29039 -0.731 -0.279 0.164 0.019
H -3.64977 -3.45721 1.70959 0.176 0.122 -0.141 0.000
H 2.63363 -1.29149 2.11825 0.222 0.146 0.013 0.000
N 5.37215 0.03055 0.75729 0.362 -0.203 0.563 0.000
C -1.61832 -0.86081 0.81338 -0.835 1.204 -1.147 0.020
H 5.78222 1.06903 -1.07782 -0.299 -0.282 -0.469 0.000
H 4.86506 4.55654 0.81550 -0.289 -0.154 -0.032 0.000
H 0.27528 -3.52670 -0.10222 -0.357 0.000 0.191 0.004
C 3.21975 0.23610 -0.15577 -0.640 1.149 -1.111 -0.001
H -3.58853 -0.95480 1.67784 0.236 -0.166 -0.108 0.004
H 3.46291 0.24275 2.57170 0.059 -0.410 -0.288 0.000
H 4.70010 2.58493 -0.67425 0.144 0.014 0.338 0.000
C 2.15145 3.04699 2.20162 -0.015 -0.211 -0.514 0.000
C 5.80814 0.22464 -3.02563 -0.456 0.067 0.089 0.000
C 3.16985 1.61750 0.50251 -1.010 0.883 -0.183 0.000
H 1.35508 3.20324 2.92921 0.252 0.056 -0.176 0.000
H 5.33799 0.69617 1.52590 -0.007 -0.195 -0.204 0.000
C 3.15007 4.00307 1.99922 -0.040 -0.246 0.251 0.000
```
Positions in Å, forces in eV/Å.

[4]
DFT (ωB97M-V/def2-TZVPD) results for a 2-piece molecular cluster, C4H10Cl2S2 overall in a non-equilibrium geometry.

Computed properties:
orbital gap = 9.59 eV
SMILES = ClCCCl.CSSC
net charge = 0
HOMO energy = -8.8 eV
lowest unoccupied orbital energy = 0.74 eV

Geometry as XYZ:
```
18
Properties=species:S:1:pos:R:3:forces:R:3:mulliken_charge:R:1
S 0.52373 1.40113 -0.65124 0.990 0.419 -1.215 -0.017
Cl -2.38193 -1.10852 0.48943 -0.363 -0.074 0.756 -0.238
H 2.37622 1.04030 0.80110 -0.097 -0.250 -0.687 0.291
C -0.82831 -0.61115 1.20899 0.642 -0.605 0.350 0.343
C -0.61548 -0.96576 -2.08920 -0.349 -0.396 -0.029 -0.557
H -0.58386 -1.31543 2.02732 -0.293 0.420 -0.384 0.355
H -0.87423 -1.46059 -3.04042 0.196 0.224 0.301 0.342
H 0.04674 -1.63421 -1.51366 -0.167 0.234 -0.341 0.260
C -0.94205 0.80861 1.71298 -1.310 0.387 0.393 -0.685
H -1.18650 1.51290 0.89464 0.110 -0.577 0.772 0.353
H 2.88666 0.86723 -0.90735 -0.452 -0.085 0.190 0.351
C 2.08918 0.63207 -0.18255 0.960 -0.080 -0.068 -0.827
H -1.54190 -0.80625 -1.51223 0.716 0.014 -0.727 0.093
H -1.72874 0.90459 2.48587 0.540 -0.214 -0.265 0.373
H -0.04163 -0.70713 0.43610 -0.712 0.078 0.544 -0.424
S 0.18699 0.60043 -2.49521 0.043 -0.009 -0.140 -0.111
H 2.00356 -0.46427 -0.09707 -0.033 0.392 -0.012 0.283
Cl 0.61156 1.30599 2.43254 -0.424 0.123 0.563 -0.185
```
Positions in Å, forces in eV/Å.

[5]
DFT (ωB97M-V/def2-TZVPD) results for a single C7H12 molecule in a non-equilibrium geometry.

Computed properties:
orbital gap = 9.93 eV
SMILES = C=C(C)C/C=C/C
net charge = 0
HOMO energy = -8.8 eV
lowest unoccupied orbital energy = 1.11 eV

Geometry as XYZ:
```
19
Properties=species:S:1:pos:R:3:forces:R:3:mulliken_charge:R:1
C -1.59913 1.41623 0.21014 -2.302 0.578 -2.551 -1.367
C -0.19489 2.66482 -1.35164 -0.231 -0.120 -0.136 -1.134
H -1.47893 1.59479 1.22839 0.397 -0.172 1.912 0.379
H 1.09167 0.25373 -1.60670 -0.339 0.079 1.711 0.292
H 0.00892 -0.40198 1.38050 -0.708 0.564 1.361 0.436
H 1.32406 -2.26238 -0.75279 -0.109 1.524 -0.852 0.285
H 0.92223 -3.91120 0.65486 1.003 -1.769 -1.320 0.409
H -0.90113 3.47448 -1.33912 -0.425 0.059 -0.076 0.302
C 0.80886 -1.81555 0.09160 -0.233 -0.085 2.014 -0.186
H -2.26418 0.54186 0.00706 1.221 -0.056 0.381 0.337
C 0.79522 0.58556 -0.55181 0.334 -1.142 1.636 -0.295
H 1.07047 -2.96288 2.00579 1.248 0.726 0.836 0.371
H 0.63110 2.80277 -2.02478 0.507 -0.006 0.020 0.294
C -0.34544 1.56458 -0.61894 0.223 1.219 -0.145 0.846
C 0.67078 -2.97966 1.02228 -1.592 0.748 1.175 -1.402
H 1.73127 0.95566 0.00668 -1.264 0.347 -1.287 0.180
H -0.33899 -3.15617 1.31823 -1.395 0.134 -0.133 0.348
H -2.35137 2.19610 -0.11737 1.086 -0.288 0.269 0.349
C 0.41949 -0.56076 0.43762 2.580 -2.340 -4.817 -0.444
```
Positions in Å, forces in eV/Å.

Relative energy (zero: lowest compared OMol25 entry of this formula, charge and spin) (computed, kcal/mol): 11.0, 0.0, 37.6, 18.7, 54.8